Below is an isolated molecule of C4H5NO at a distorted geometry, with properties calculated with wB97M-V/def2-TZVPD.

XYZ file:
```
11
Properties=species:S:1:pos:R:3:nbo_charge:R:1
C 0.547 -0.755 0.848 -0.583
C -0.469 -0.194 -0.166 -0.436
C 0.042 -0.437 -1.518 0.274
N 0.577 -0.495 -2.541 -0.306
C -0.540 1.335 0.008 0.459
O -0.885 1.867 1.029 -0.489
H 0.958 -1.710 0.512 0.230
H 1.361 -0.022 0.907 0.220
H 0.099 -0.887 1.835 0.233
H -1.476 -0.608 -0.030 0.269
H -0.215 1.907 -0.884 0.128
```

Values from the calculation:
HOMO-LUMO gap: 11.05 eV
Energy relative to the best compared isomer or geometry (same formula, charge and spin): 80.9 kJ/mol
Net charge: 0
Maximum force: 0.0197 Eh/bohr

---

Below is C40H36AuN2OP2S2 as an isolated structure at a distorted geometry, with properties calculated with wB97M-V/def2-TZVPD.

XYZ file:
```
84
Properties=species:S:1:pos:R:3:mulliken_charge:R:1
Au -0.110 -1.000 -0.317 0.667
O -0.024 -0.035 3.691 -0.709
S 0.448 0.165 2.297 1.374
C 2.227 0.032 2.330 -0.146
C 2.859 0.309 3.530 -0.758
C 4.221 0.086 3.654 -0.841
C 4.945 -0.436 2.588 -0.987
C 4.305 -0.760 1.402 -0.431
C 2.933 -0.520 1.254 0.671
P 2.256 -1.080 -0.326 1.351
C 2.988 -0.172 -1.674 0.336
C 4.015 0.752 -1.483 -0.482
C 4.569 1.390 -2.585 -0.766
C 4.081 1.135 -3.861 -0.668
C 3.041 0.230 -4.051 -0.855
C 2.490 -0.423 -2.961 -0.595
C 2.653 -2.792 -0.491 0.896
C 2.155 -3.679 0.483 -0.621
C 2.490 -5.015 0.416 -0.740
C 3.299 -5.473 -0.622 -0.572
C 3.786 -4.596 -1.589 -0.742
C 3.452 -3.254 -1.545 -0.459
C 0.198 1.898 1.928 -0.012
C 0.405 2.793 2.965 -0.616
C 0.119 4.137 2.781 -0.886
C -0.397 4.578 1.566 -0.938
C -0.637 3.677 0.539 -0.322
C -0.347 2.317 0.710 0.476
P -0.734 1.278 -0.726 1.948
C -2.479 1.036 -0.881 0.848
C -2.923 0.234 -1.946 -0.556
C -4.280 0.056 -2.141 -0.797
C -5.187 0.657 -1.270 -0.671
C -4.743 1.428 -0.197 -0.539
C -3.387 1.615 0.013 -1.242
C -0.138 2.209 -2.112 0.702
C 1.209 2.582 -2.124 -0.674
C 1.644 3.527 -3.031 -0.848
C 0.743 4.097 -3.928 -0.785
C -0.591 3.712 -3.929 -0.825
C -1.041 2.757 -3.032 -0.288
H 2.275 0.657 4.375 0.450
H 4.715 0.294 4.594 0.463
H 6.008 -0.615 2.686 0.487
H 4.865 -1.213 0.592 0.595
H 4.398 0.960 -0.491 0.543
H 5.388 2.086 -2.447 0.493
H 4.513 1.644 -4.715 0.480
H 2.662 0.036 -5.048 0.502
H 1.684 -1.137 -3.106 0.519
H 1.525 -3.314 1.289 0.335
H 2.120 -5.707 1.163 0.473
H 3.549 -6.526 -0.681 0.435
H 4.427 -4.961 -2.381 0.470
H 3.834 -2.576 -2.296 0.384
H 0.761 2.432 3.925 0.466
H 0.280 4.842 3.589 0.471
H -0.618 5.627 1.413 0.493
H -1.066 4.030 -0.391 0.601
H -2.208 -0.235 -2.616 0.497
H -4.637 -0.551 -2.964 0.498
H -6.250 0.517 -1.424 0.465
H -5.460 1.889 0.472 0.505
H -3.040 2.238 0.830 0.500
H 1.897 2.159 -1.408 0.618
H 2.679 3.843 -3.027 0.585
H 1.083 4.854 -4.624 0.458
H -1.292 4.176 -4.610 0.474
H -2.084 2.473 -3.031 0.403
C -2.127 -4.151 3.199 -0.881
N -2.398 -2.718 3.102 -0.052
C -2.936 -1.968 4.262 -0.666
C -3.056 -0.528 3.728 -0.558
N -2.659 -0.700 2.316 0.099
C -2.293 -1.947 2.046 0.719
S -1.819 -2.514 0.474 -0.476
H -1.412 -4.337 3.997 0.329
H -1.727 -4.521 2.260 0.306
H -3.047 -4.688 3.424 0.331
H -2.249 -2.042 5.100 0.394
H -3.891 -2.393 4.561 0.386
H -2.367 0.150 4.223 0.203
H -4.066 -0.136 3.803 0.471
H -2.780 0.003 1.608 -0.170
```

Values from the calculation:
HOMO-LUMO gap (alpha / beta): 5.08 / 5.08 eV
Net charge: +3
Maximum force: 0.0225 Eh/bohr